Entry 1:
{
  "formula": "C34H50AsCl2FN4SScSi3",
  "method": "ωB97M-V/def2-TZVPD",
  "species": ["Sc", "C", "C", "C", "C", "C", "C", "C", "N", "N", "C", "C", "C", "C", "C", "C", "N", "C", "C", "C", "C", "C", "C", "N", "H", "H", "H", "H", "H", "H", "H", "H", "H", "H", "H", "H", "H", "H", "H", "H", "H", "H", "H", "H", "Cl", "C", "C", "C", "C", "C", "Cl", "C", "S", "H", "H", "H", "C", "Si", "C", "C", "As", "Si", "C", "C", "C", "Si", "C", "C", "C", "H", "H", "H", "H", "H", "H", "H", "H", "H", "H", "H", "H", "H", "H", "H", "H", "H", "H", "H", "H", "H", "H", "H", "H", "H", "H", "H", "F"],
  "coordinates": [[0.577, -0.817, -0.105], [1.638, -3.750, 0.843], [0.690, -3.664, 2.047], [0.765, -2.389, 2.821], [0.956, -2.415, 4.204], [0.962, -1.236, 4.921], [0.747, -0.046, 4.238], [0.566, -0.104, 2.871], [0.578, -1.236, 2.163], [1.115, -3.119, -0.388], [0.010, -3.917, -0.945], [-1.173, -3.117, -1.423], [-2.315, -3.810, -1.823], [-3.413, -3.106, -2.274], [-3.327, -1.719, -2.338], [-2.163, -1.112, -1.921], [-1.099, -1.785, -1.452], [2.203, -3.053, -1.380], [1.808, -2.251, -2.588], [1.905, -2.763, -3.876], [1.617, -1.945, -4.956], [1.228, -0.638, -4.711], [1.107, -0.230, -3.394], [1.382, -1.007, -2.352], [2.580, -3.254, 1.102], [1.852, -4.811, 0.648], [-0.359, -3.799, 1.714], [0.909, -4.497, 2.716], [1.097, -3.361, 4.703], [1.131, -1.239, 5.986], [0.722, 0.901, 4.753], [0.397, 0.809, 2.300], [0.364, -4.533, -1.785], [-0.373, -4.608, -0.189], [-2.336, -4.886, -1.757], [-4.317, -3.618, -2.565], [-4.156, -1.128, -2.693], [-2.055, -0.030, -1.959], [3.061, -2.549, -0.921], [2.516, -4.062, -1.689], [2.204, -3.787, -4.030], [1.694, -2.319, -5.964], [1.017, 0.051, -5.514], [0.776, 0.774, -3.155], [-2.107, -1.335, 1.249], [-3.129, -2.126, 2.418], [-3.793, -1.340, 3.339], [-4.685, -1.933, 4.216], [-4.871, -3.306, 4.183], [-4.161, -4.084, 3.292], [-4.363, -5.798, 3.328], [-3.277, -3.517, 2.354], [-2.452, -4.473, 1.201], [-3.622, -0.276, 3.360], [-5.236, -1.328, 4.918], [-5.567, -3.784, 4.853], [2.521, 3.217, -3.192], [0.762, 3.386, -2.434], [0.534, 5.239, -1.990], [-0.527, 3.062, -3.836], [0.549, 1.894, -0.462], [2.720, 2.529, 0.494], [4.066, 1.705, -0.591], [2.999, 4.428, 0.478], [2.989, 1.974, 2.306], [-1.221, 3.180, 0.598], [-0.668, 4.781, 1.490], [-2.527, 3.562, -0.756], [-2.196, 2.105, 1.851], [2.597, 3.743, -4.139], [2.812, 2.187, -3.369], [3.259, 3.654, -2.526], [1.093, 5.868, -2.675], [0.881, 5.453, -0.987], [-0.504, 5.542, -2.057], [-0.204, 3.559, -4.746], [-1.492, 3.484, -3.575], [-0.687, 2.016, -4.082], [3.621, 1.129, -1.398], [4.652, 1.013, 0.003], [4.750, 2.430, -1.019], [3.138, 4.815, -0.526], [3.892, 4.668, 1.044], [2.176, 4.968, 0.932], [2.238, 2.362, 2.988], [2.992, 0.891, 2.374], [3.954, 2.320, 2.662], [-0.555, 5.607, 0.795], [0.279, 4.642, 2.007], [-1.403, 5.085, 2.230], [-2.276, 4.443, -1.337], [-3.505, 3.735, -0.316], [-2.622, 2.724, -1.445], [-1.600, 1.753, 2.689], [-2.625, 1.238, 1.355], [-3.022, 2.675, 2.267], [2.339, -0.596, 0.299]],
  "atomic_forces_ev_per_a": [[-0.6, -1.5, -0.1], [0.2, 0.0, 0.7], [0.2, 0.0, -0.3], [-0.1, -0.3, 0.0], [0.0, 0.1, -0.2], [-0.1, 0.1, -0.3], [-0.1, -0.1, -0.1], [-0.1, 0.3, 0.1], [0.4, 0.0, 0.3], [0.0, 0.4, -0.2], [-0.5, -0.3, -0.1], [0.0, -0.1, -0.1], [-0.1, 0.3, -0.2], [0.4, 0.0, 0.0], [0.2, 0.0, 0.0], [-0.2, 0.3, -0.1], [0.0, -0.2, 0.1], [0.4, 0.0, -0.1], [0.1, -0.3, -0.3], [0.0, 0.1, 0.2], [-0.1, 0.2, 0.1], [0.1, -0.1, 0.1], [-0.1, 0.4, -0.1], [0.0, -0.1, 0.2], [0.0, -0.1, -0.2], [0.0, 0.2, -0.1], [0.1, -0.1, 0.1], [0.0, 0.0, -0.1], [0.0, -0.1, 0.0], [0.0, 0.0, 0.1], [0.0, 0.1, 0.0], [0.1, -0.1, 0.2], [0.1, 0.1, 0.1], [0.1, 0.1, 0.0], [0.0, -0.1, 0.0], [-0.1, -0.1, 0.0], [0.0, 0.1, 0.0], [-0.1, -0.1, 0.1], [-0.1, -0.1, 0.0], [-0.1, 0.1, 0.1], [0.1, -0.1, 0.0], [0.0, -0.1, -0.1], [-0.1, 0.0, 0.0], [0.0, -0.2, -0.1], [-0.5, 0.2, -0.3], [-0.4, -0.3, 0.7], [0.0, 0.2, 0.1], [0.0, 0.1, 0.0], [0.0, -0.1, 0.0], [-0.1, 0.3, 0.1], [-0.1, 0.0, 0.1], [0.3, -0.3, -0.4], [0.0, -0.4, -0.3], [0.0, 0.1, 0.0], [0.0, 0.1, 0.1], [-0.1, 0.0, 0.1], [-0.7, -0.2, 0.6], [0.1, 0.7, -1.1], [0.0, -0.9, 0.2], [0.4, -0.2, 0.8], [0.0, 1.9, -0.2], [1.1, 0.3, 0.4], [-0.7, 0.1, 0.2], [-0.5, -0.8, -0.2], [-0.5, 0.0, -0.8], [-1.3, 0.3, 0.6], [0.1, -0.7, -0.5], [0.8, -0.2, 0.3], [0.7, 0.2, -0.5], [-0.3, 0.2, -0.2], [0.0, -0.2, 0.0], [0.1, 0.0, 0.1], [0.2, -0.1, -0.2], [0.1, 0.1, 0.2], [-0.2, 0.0, 0.0], [0.3, 0.2, -0.1], [-0.2, 0.1, 0.1], [0.0, -0.2, 0.0], [0.0, -0.1, -0.1], [0.0, -0.1, 0.2], [0.0, 0.2, -0.1], [0.0, 0.1, -0.2], [0.2, -0.1, 0.2], [-0.2, 0.1, 0.1], [-0.2, 0.1, 0.1], [0.0, -0.2, 0.0], [0.2, 0.2, -0.2], [0.1, 0.1, -0.1], [0.1, 0.0, 0.1], [-0.2, -0.1, 0.1], [0.1, 0.1, -0.1], [-0.1, 0.0, 0.2], [0.0, -0.1, -0.1], [0.1, -0.1, 0.1], [0.0, -0.1, 0.0], [-0.1, 0.3, 0.0], [1.0, 0.2, 0.0]],
  "mulliken_charge": [-0.236, -1.294, 0.431, 0.366, -1.017, -0.863, -1.010, -0.869, 1.554, 0.916, -1.775, 0.510, -0.748, -0.796, -0.776, -0.769, 1.335, -1.402, 0.642, -0.828, -0.913, -0.758, -0.134, 1.152, 0.571, 0.375, -1.267, 0.768, 0.549, 0.456, 0.540, 0.681, 0.470, 0.845, 0.563, 0.454, 0.510, 0.418, 0.386, 0.547, 0.552, 0.449, 0.568, -0.428, 0.137, 0.121, -0.701, -0.664, -0.651, 0.143, -0.198, 0.327, -0.566, 0.402, 0.407, 0.426, -1.114, 0.624, -1.141, -1.287, 0.556, 0.950, -1.133, -1.153, -1.124, 0.547, -1.153, -1.127, -1.188, 0.475, 0.289, 0.306, 0.458, 0.227, 0.357, 0.451, 0.406, 0.282, 0.045, 0.464, 0.478, 0.330, 0.431, 0.240, 0.257, 0.160, 0.534, 0.369, 0.262, 0.478, 0.287, 0.496, 0.201, 0.283, 0.137, 0.635, -0.502],
  "homo_ev": -8.43,
  "total_charge": 1,
  "molar_mass_g_mol": 840.91
}


Entry 2:
{
  "formula": "C42H40N3",
  "method": "ωB97M-V/def2-TZVPD",
  "species": ["C", "C", "C", "C", "C", "C", "C", "C", "C", "C", "C", "C", "C", "C", "C", "C", "C", "C", "C", "C", "C", "N", "C", "C", "H", "H", "H", "H", "H", "H", "H", "H", "H", "H", "H", "H", "H", "H", "H", "H", "H", "H", "H", "H", "H", "H", "H", "C", "N", "C", "C", "C", "C", "C", "N", "C", "C", "C", "C", "C", "C", "C", "C", "C", "C", "C", "C", "C", "H", "H", "H", "H", "H", "H", "H", "H", "H", "H", "H", "H", "H", "H", "H", "H", "H"],
  "coordinates": [[-2.868, -5.673, 3.710], [-3.146, -4.434, 4.286], [-2.706, -3.255, 3.672], [-2.042, -3.323, 2.447], [-1.581, -2.091, 1.673], [-2.064, -0.806, 2.357], [-1.193, -0.015, 3.113], [-1.688, 1.082, 3.825], [-3.048, 1.392, 3.781], [-3.922, 0.603, 3.021], [-3.428, -0.503, 2.324], [-0.051, -2.095, 1.570], [0.759, -2.917, 2.365], [2.153, -2.844, 2.268], [2.750, -1.924, 1.402], [1.942, -1.081, 0.636], [0.552, -1.168, 0.715], [-2.150, -2.188, 0.211], [-3.469, -2.988, -0.025], [-4.197, -2.247, -1.154], [-3.530, -0.865, -1.264], [-2.356, -0.963, -0.449], [-1.728, -4.571, 1.887], [-2.148, -5.746, 2.510], [-3.213, -6.591, 4.187], [-3.708, -4.363, 5.218], [-2.890, -2.292, 4.157], [-0.128, -0.252, 3.156], [-0.996, 1.684, 4.415], [-3.435, 2.250, 4.333], [-4.988, 0.828, 2.970], [-4.111, -1.145, 1.765], [0.319, -3.626, 3.069], [2.763, -3.508, 2.881], [3.836, -1.864, 1.317], [2.370, -0.341, -0.038], [-0.063, -0.511, 0.100], [-1.388, -2.733, -0.382], [-3.227, -4.021, -0.297], [-4.074, -3.020, 0.889], [-4.071, -2.795, -2.091], [-5.267, -2.151, -0.948], [-3.288, -0.595, -2.302], [-4.198, -0.074, -0.879], [-1.817, -0.130, -0.269], [-1.141, -4.616, 0.962], [-1.906, -6.706, 2.051], [6.156, -0.824, -1.100], [5.049, 0.087, -1.337], [4.077, -0.073, -2.281], [3.175, 1.019, -2.229], [2.075, 1.219, -3.080], [1.016, 2.120, -2.874], [0.408, 2.562, -1.673], [-0.493, 3.547, -1.953], [-1.238, 4.309, -0.968], [-0.530, 3.775, -3.334], [0.384, 2.885, -3.944], [0.667, 3.019, -5.297], [-0.003, 4.012, -6.030], [-0.898, 4.897, -5.404], [-1.156, 4.801, -4.028], [3.673, 1.899, -1.162], [4.821, 1.267, -0.621], [5.553, 1.782, 0.439], [5.173, 3.040, 0.927], [4.061, 3.704, 0.387], [3.306, 3.137, -0.654], [6.770, -0.430, -0.285], [5.790, -1.819, -0.816], [6.776, -0.930, -2.002], [4.061, -0.923, -2.955], [2.062, 0.663, -4.022], [0.610, 2.235, -0.657], [-1.827, 5.070, -1.487], [-1.915, 3.656, -0.398], [-0.558, 4.803, -0.258], [1.404, 2.359, -5.752], [0.182, 4.106, -7.098], [-1.393, 5.672, -5.987], [-1.807, 5.500, -3.504], [6.383, 1.216, 0.854], [5.749, 3.503, 1.726], [3.775, 4.678, 0.781], [2.444, 3.652, -1.068]],
  "atomic_forces_ev_per_a": [[-0.1, 0.0, -0.1], [0.2, 0.0, -0.1], [-0.1, -0.3, -0.1], [0.2, -0.1, 0.1], [-0.1, 0.1, 0.1], [0.3, -0.4, 0.2], [-0.3, 0.2, 0.0], [-0.1, -0.1, -0.1], [0.0, 0.0, -0.1], [0.3, -0.2, -0.1], [-0.1, 0.5, 0.2], [0.0, 0.2, 0.3], [0.3, 0.2, -0.1], [-0.1, 0.2, -0.2], [-0.1, -0.1, 0.0], [-0.3, -0.1, 0.0], [0.6, -0.3, 0.1], [0.5, -1.5, -0.7], [0.1, 0.3, 0.4], [0.1, -0.1, -0.3], [-0.5, 0.5, 0.1], [0.0, 1.6, -0.5], [-0.3, -0.3, 0.3], [0.1, 0.4, 0.0], [0.1, 0.3, -0.1], [0.2, -0.1, -0.2], [0.0, -0.4, -0.2], [-0.4, 0.1, 0.0], [-0.3, -0.1, -0.1], [0.1, -0.2, -0.1], [0.3, 0.0, 0.1], [0.2, 0.3, 0.2], [0.1, 0.3, -0.3], [-0.1, 0.2, -0.2], [-0.3, 0.0, 0.1], [0.1, -0.2, 0.2], [0.3, -0.2, 0.2], [0.0, -0.2, 0.5], [-0.2, 0.3, 0.1], [0.1, -0.1, -0.2], [-0.1, 0.1, 0.1], [0.2, -0.1, -0.1], [-0.1, -0.2, 0.1], [0.0, -0.1, -0.1], [-0.3, -0.4, 0.2], [-0.3, 0.0, 0.4], [-0.1, 0.2, 0.2], [0.3, -0.5, 0.0], [-1.4, -0.4, -1.1], [0.9, 0.8, 0.8], [-0.2, 0.1, 0.1], [0.3, -0.2, 0.5], [-0.3, 0.2, 0.0], [-0.1, 0.9, -0.9], [0.8, -1.2, 0.3], [-0.3, 0.0, 0.5], [0.7, -0.1, -0.2], [-0.4, 0.4, 0.3], [-0.4, 0.3, -0.4], [0.2, -0.4, 0.3], [0.0, -0.2, 0.6], [-0.1, 0.0, -0.5], [0.5, -0.6, 0.3], [-0.5, 0.3, -0.2], [-0.1, 0.5, 0.0], [0.0, -0.5, -0.2], [-0.2, -0.2, -0.5], [0.2, 0.4, 0.5], [-0.1, -0.2, -0.3], [0.0, 0.3, 0.0], [-0.2, 0.2, 0.3], [0.1, 0.1, 0.2], [0.1, 0.1, 0.2], [-0.2, 0.1, -0.2], [0.1, -0.2, 0.2], [0.2, 0.2, -0.2], [-0.2, -0.1, -0.3], [-0.2, 0.3, -0.1], [0.0, 0.0, 0.3], [0.2, -0.2, 0.1], [0.1, -0.1, -0.4], [-0.1, 0.4, 0.0], [-0.2, -0.1, -0.1], [0.1, -0.2, -0.1], [0.3, 0.1, 0.2]],
  "mulliken_charge": [-0.547, -0.855, -0.336, -1.044, 4.853, -0.501, -0.590, -0.894, -0.660, -1.081, 0.448, -0.946, -0.311, -1.188, -0.525, -0.205, 0.053, -0.953, -0.737, -0.867, -0.731, 0.139, 0.091, -1.005, 0.397, 0.430, 0.428, 0.382, 0.452, 0.422, 0.447, 0.323, 0.448, 0.389, 0.400, 0.352, 0.125, 0.408, 0.500, 0.310, 0.344, 0.302, 0.374, 0.358, 0.012, 0.462, 0.398, -0.960, 0.205, -0.920, 0.929, -1.083, 1.506, -1.970, 0.298, -0.863, 0.536, 0.128, -0.370, -0.754, -0.661, -0.862, 1.487, 0.209, -0.986, -0.763, -0.949, -0.099, 0.278, 0.357, 0.349, 0.478, 0.495, 0.947, 0.270, 0.295, 0.343, 0.351, 0.396, 0.396, 0.273, 0.265, 0.405, 0.418, 0.551],
  "homo_ev": -9.74,
  "total_charge": 1,
  "molar_mass_g_mol": 586.80
}


Entry 3:
{
  "formula": "C2H6IO2",
  "method": "ωB97M-V/def2-TZVPD",
  "species": ["I", "C", "C", "O", "O", "H", "H", "H", "H", "H", "H"],
  "coordinates": [[-6.838, -2.157, 6.575], [-6.229, -5.105, 3.370], [-7.004, -4.101, 2.580], [-6.588, -2.907, 2.991], [-6.736, -5.248, 4.704], [-5.162, -5.132, 3.149], [-6.614, -5.982, 2.848], [-8.086, -4.222, 2.621], [-6.623, -4.203, 1.564], [-7.126, -2.578, 3.715], [-6.646, -4.460, 5.245]],
  "atomic_forces_ev_per_a": [[-0.1, 0.0, -0.1], [-2.7, -2.2, -0.1], [1.2, -1.3, -0.5], [0.4, 4.3, 0.4], [0.8, -0.8, -1.0], [0.2, 0.7, 0.7], [0.3, -1.1, 0.3], [-0.1, -0.4, 0.0], [-0.4, -0.2, -0.6], [0.1, 0.2, 0.6], [0.3, 0.9, 0.1]],
  "mulliken_charge": [-0.806, -0.322, -0.435, -0.452, -0.430, 0.264, 0.275, 0.277, 0.246, 0.224, 0.158],
  "homo_ev": -3.84,
  "total_charge": -1,
  "molar_mass_g_mol": 188.97
}


Question: Which formula does entry 3 have?
Answer: C2H6IO2